#A
Computed, not measured: a cluster of 10 separate species, C26H72O10 in total, with the ωB97M-V functional and the def2-TZVPD basis.

## Properties
E_LUMO	0.3	eV
gap between HOMO and LUMO	9.355	eV
structure (SMILES)	CC(C)O.CC(C)O.CC(C)O.CC(C)O.CC(C)O.CC(C)O.CCO.CCO.CCO.CCO

Structure (XYZ):
```
108
Properties=species:S:1:pos:R:3:lowdin_charge:R:1
C -3.99 -3.21 3.54 -0.058
H -3.16 1.94 -1.52 0.093
C 3.50 0.48 -2.19 -0.346
H -3.27 6.60 2.02 0.078
H 3.81 0.90 -1.23 0.106
C 1.19 -0.79 0.40 -0.045
H 0.88 -3.69 1.61 0.077
H 3.52 -3.27 -3.51 0.083
H -0.46 1.36 -0.74 0.066
O -4.79 1.42 -2.47 -0.070
O 0.73 -3.06 4.32 -0.048
H -0.55 6.13 1.22 0.083
C 1.59 -4.01 2.37 -0.045
C 2.88 0.79 3.59 -0.362
C 3.02 -3.55 4.42 -0.048
H -6.26 -3.29 -0.57 0.071
H -2.64 1.79 -4.51 0.068
C 2.52 3.21 0.77 -0.076
H -3.09 -0.47 3.26 0.076
H 2.30 0.55 2.70 0.072
H 2.74 -0.75 -6.30 0.075
O -0.04 -1.07 -1.71 -0.052
C 2.43 3.93 -0.56 -0.286
H 3.73 -0.58 -2.16 0.102
H -5.79 -1.13 0.94 0.077
C -0.94 0.50 -0.27 -0.045
H 1.87 -0.07 -0.04 0.057
H -2.84 4.82 0.10 0.134
H 2.12 4.97 -0.45 0.115
H 4.41 -0.81 3.40 0.070
H 3.11 -1.74 -7.64 0.071
H -2.39 -2.33 4.63 0.130
H -1.45 -0.86 2.74 0.062
H -4.16 -3.59 2.53 0.080
H -0.71 3.50 0.25 0.056
O 1.55 3.26 -1.46 -0.089
H -3.82 3.16 -2.72 0.115
H 4.38 -1.15 -6.61 0.072
H -5.07 1.46 -3.38 0.110
H -5.11 -3.53 -1.84 0.079
C -5.70 -2.76 -1.34 -0.065
H 1.01 -2.74 5.18 0.105
H -1.95 2.87 1.28 0.072
C -1.33 3.75 1.11 -0.055
H 2.07 1.59 -2.15 0.043
H 3.46 3.55 1.19 0.081
O 2.85 2.19 3.74 -0.073
C 1.87 -3.10 3.54 -0.507
H 0.91 3.90 -1.78 0.097
H -1.55 1.87 -3.28 0.066
H 4.76 0.69 4.28 0.080
H 2.91 -4.46 5.00 0.091
H -0.89 -3.33 3.53 0.033
H -2.85 -1.45 1.79 0.057
C -2.64 -2.56 3.60 -0.518
C -5.34 -0.69 0.04 -0.064
H 1.75 3.54 1.47 0.054
O 2.13 -3.49 -5.77 -0.040
C -2.56 1.52 -3.46 -0.069
H 2.04 2.55 4.09 0.090
H 3.83 -3.81 3.73 0.078
H 1.71 -1.75 0.38 0.078
C -2.76 5.64 2.11 -0.053
C 4.23 1.22 -3.27 -0.075
H -4.63 0.04 0.43 0.066
H 3.83 2.19 -3.55 0.079
H -1.96 5.79 2.83 0.074
O -4.02 -1.22 -1.91 -0.066
H -2.46 0.43 -3.40 0.077
H -4.28 -0.30 -1.94 0.015
H 4.20 0.73 -4.25 0.060
C -2.48 -1.24 2.79 -0.033
H 2.69 -1.73 -3.90 0.074
C 3.38 -1.58 -6.60 -0.061
O -1.15 6.04 0.47 -0.054
H 2.42 2.13 0.75 0.064
H -3.96 -2.35 -0.14 0.122
H 2.08 -2.10 3.15 0.112
H -0.74 -1.60 0.19 0.128
H 4.45 -1.86 -3.96 0.071
H -0.65 3.88 1.96 0.072
C 4.26 0.27 3.41 -0.065
H 5.29 1.31 -3.02 0.078
H 3.45 4.03 -0.93 0.106
O -1.74 -3.50 3.12 -0.049
H 2.28 0.32 4.37 0.111
H -3.47 4.87 2.43 0.079
H 0.71 -0.61 -2.09 0.042
C 3.34 -2.79 -5.64 -0.480
H 3.41 -2.73 5.03 0.076
H 4.17 -3.44 -5.92 0.123
O 2.15 0.67 -2.40 -0.089
C 3.52 -2.39 -4.16 -0.049
H -1.93 0.39 -0.71 0.056
H 2.55 -4.27 1.91 0.083
H -6.04 -0.07 -0.52 0.078
C -0.14 -0.83 -0.31 -0.444
H 1.21 -4.98 2.68 0.093
H -1.12 0.69 0.79 0.055
C -4.66 -1.80 -0.76 -0.464
C -2.08 5.07 0.85 -0.485
H -6.44 -2.25 -1.96 0.083
H 0.97 -0.59 1.45 0.059
H -4.84 -2.60 3.85 0.079
H 4.70 0.75 2.53 0.080
H 1.72 -3.35 -6.62 0.084
H -4.04 -4.08 4.20 0.080
C -3.61 2.11 -2.50 -0.331
```

#B
Computed, not measured: a cluster of 10 separate species, C26H72O10 in total, with the ωB97M-V functional and the def2-TZVPD basis.

## Properties
E_LUMO	0.2	eV
gap between HOMO and LUMO	9.752	eV
structure (SMILES)	CC(C)O.CC(C)O.CC(C)O.CC(C)O.CC(C)O.CC(C)O.CC(C)O.CC(C)O.CO.CO

Structure (XYZ):
```
108
Properties=species:S:1:pos:R:3:lowdin_charge:R:1
H 21.82 -9.35 -7.43 0.034
H 22.13 -12.86 -7.24 0.130
C 18.86 -7.18 -6.98 -0.129
C 26.04 -7.99 -5.48 -0.672
O 20.40 -9.59 -2.53 0.058
H 22.46 -5.83 -11.00 0.060
H 22.12 -10.02 -3.17 0.142
H 21.26 -10.23 -14.29 0.093
H 20.70 -5.93 -10.83 0.098
O 19.52 -9.29 -9.65 0.002
O 21.87 -4.02 -12.56 0.070
H 27.34 -9.20 -6.90 0.103
H 17.51 -11.70 -9.27 0.065
C 22.36 -10.18 -14.50 -0.043
H 20.07 -10.24 -3.14 0.117
C 26.41 -9.31 -6.25 -0.022
H 23.31 -10.55 -11.85 0.081
H 23.19 -7.38 -13.41 0.074
H 18.89 -6.16 -7.37 0.090
H 22.86 -5.86 -8.90 0.098
H 25.97 -7.17 -6.20 0.127
C 22.87 -4.99 -8.25 -0.636
H 21.96 -5.62 -13.51 0.139
H 24.11 -9.10 -13.75 0.142
H 19.01 -8.73 -9.04 0.085
H 22.20 -8.15 -4.81 0.052
H 24.74 -5.44 -7.54 0.072
C 22.93 -12.27 -6.83 -0.616
C 25.43 -7.82 -9.50 -0.620
H 28.12 -7.80 -4.90 0.074
H 17.33 -10.39 -10.42 0.085
H 23.36 -8.81 -11.66 0.018
H 19.60 -10.42 -7.25 0.084
C 21.27 -8.38 -4.31 -0.052
H 19.37 -4.34 -12.38 0.082
C 22.49 -11.34 -5.70 -0.030
O 23.75 -13.15 -6.48 0.015
C 17.74 -10.69 -9.48 -0.046
H 20.75 -9.12 -5.00 0.079
H 24.57 -9.82 -9.73 0.035
H 23.08 -7.79 -2.48 0.068
H 21.56 -10.91 -6.00 0.026
H 22.57 -10.00 -15.57 0.074
C 23.03 -9.15 -13.58 -0.604
H 20.71 -11.39 -8.32 0.058
H 18.43 -7.04 -5.98 0.096
H 23.72 -7.56 -9.84 0.070
C 21.43 -9.13 -3.04 -0.680
H 21.59 -7.36 -1.82 0.073
H 26.39 -10.23 -5.67 0.079
H 27.48 -7.66 -9.13 0.027
H 25.19 -7.72 -8.42 0.116
H 22.76 -4.08 -12.81 0.107
H 21.25 -4.12 -6.88 0.094
C 21.44 -4.78 -7.74 -0.017
H 21.84 -7.69 -7.10 0.032
H 19.84 -4.49 -14.04 0.084
H 24.56 -11.08 -7.65 0.071
O 24.58 -7.17 -10.16 -0.026
H 21.90 -9.63 -11.75 0.071
C 23.78 -5.28 -7.06 -0.015
C 22.30 -8.44 -7.68 -0.110
C 19.94 -4.95 -13.06 -0.028
O 22.63 -7.98 -13.84 0.027
C 22.19 -8.22 -2.04 -0.024
H 17.78 -8.71 -7.08 0.072
H 26.71 -6.12 -9.26 0.074
H 19.16 -12.09 -7.90 0.107
H 23.39 -8.53 -7.41 0.095
H 21.40 -7.14 -11.80 0.085
H 19.76 -7.68 -6.82 0.029
H 21.41 -8.67 -9.44 0.044
O 17.91 -7.97 -7.66 -0.112
H 27.11 -7.03 -10.76 0.100
H 21.01 -5.72 -7.48 0.025
H 20.94 -4.42 -8.62 0.076
H 19.41 -5.89 -13.13 0.083
H 23.81 -4.55 -6.31 0.068
C 26.82 -7.11 -9.68 -0.006
O 23.25 -4.02 -8.92 0.050
H 26.90 -6.68 -4.19 0.072
H 26.13 -9.84 -9.29 0.043
H 19.68 -11.02 -10.26 0.162
H 25.64 -9.40 -7.03 0.022
C 25.48 -9.29 -9.89 -0.031
C 22.91 -9.61 -12.11 -0.033
H 24.62 -7.23 -4.86 0.079
C 27.14 -7.70 -4.47 -0.027
H 23.04 -10.73 -8.52 0.052
O 22.19 -8.24 -9.11 -0.118
H 24.35 -12.82 -5.80 0.125
H 23.48 -4.34 -9.80 0.112
C 19.68 -11.12 -8.11 -0.029
H 25.81 -9.34 -10.96 0.113
H 20.75 -7.39 -4.19 0.115
H 23.13 -10.46 -5.66 0.070
C 23.61 -11.52 -8.01 -0.031
C 21.38 -5.14 -12.69 -0.685
H 22.47 -8.72 -1.13 0.075
O 24.88 -8.07 -5.13 0.034
H 17.18 -10.14 -8.70 0.092
C 21.55 -6.08 -11.54 -0.026
C 19.21 -10.50 -9.39 -0.637
H 22.47 -11.79 -4.65 0.109
H 22.79 -11.23 -14.36 0.093
H 23.91 -12.31 -8.70 0.086
H 23.49 -6.18 -6.50 0.060
H 27.00 -8.37 -3.57 0.104
```

Of them, #B has the lowest stability.

#A
Computed, not measured: an isolated molecule of C4H7N3S, with the ωB97M-V functional and the def2-TZVPD basis.

## Properties
E_LUMO	0.8	eV
gap between HOMO and LUMO	8.879	eV
structure (SMILES)	[H]/N=C1/NSC/C1=C/N

Structure (XYZ):
```
15
Properties=species:S:1:pos:R:3:lowdin_charge:R:1
S 0.62 1.24 -2.38 0.858
N -1.09 -1.69 -0.55 0.127
H -1.60 -0.71 1.75 0.086
H -0.44 -0.81 -2.82 0.087
N -0.85 -0.15 2.17 0.069
C 0.12 0.36 1.36 -0.171
H 0.79 0.98 1.94 0.125
C 0.35 0.23 0.07 -0.273
C -0.53 -0.58 -0.78 -0.493
N -0.45 -0.11 -2.09 -0.286
H 1.84 1.80 -0.31 0.081
H 2.14 0.12 -0.94 0.079
H -1.18 -2.01 0.40 0.027
H -1.11 0.42 2.97 0.098
C 1.40 0.91 -0.76 -0.415
```

#B
Computed, not measured: an isolated molecule of C4H7N3S, with the ωB97M-V functional and the def2-TZVPD basis.

## Properties
E_LUMO	0.6	eV
gap between HOMO and LUMO	8.617	eV
structure (SMILES)	Cn1cnc(N)c1S

Structure (XYZ):
```
15
Properties=species:S:1:pos:R:3:lowdin_charge:R:1
H -3.22 -0.61 -0.72 0.137
H 0.97 -2.51 0.20 0.155
C -1.33 -0.29 0.02 -0.458
H -0.56 2.40 1.30 -0.078
H -2.82 0.93 -0.28 0.025
C 2.22 0.13 -0.03 -0.086
H 2.52 0.44 1.01 0.104
S -0.28 2.30 -0.08 0.762
C -0.26 0.55 -0.14 -0.634
N -0.99 -1.61 0.03 0.105
N 0.87 -0.24 -0.10 -0.182
C 0.35 -1.54 -0.03 -0.149
H 2.84 -0.81 -0.35 0.122
H 2.42 0.87 -0.86 0.100
N -2.72 0.00 0.04 0.076
```

#C
Computed, not measured: a structure of composition C4H7N3S, with the ωB97M-V functional and the def2-TZVPD basis.

## Properties
E_LUMO	-0.1	eV
gap between HOMO and LUMO	7.807	eV

Structure (XYZ):
```
15
Properties=species:S:1:pos:R:3:lowdin_charge:R:1
C 1.34 -1.05 0.10 -0.644
C -1.99 0.90 -0.36 -0.144
S 2.77 -0.08 -0.15 0.507
H 0.21 2.94 0.46 0.120
C -0.52 0.70 0.10 -0.276
N -2.83 0.00 -0.23 -0.071
H -2.41 1.95 -0.52 0.140
N -2.16 -1.22 0.16 -0.103
H 1.36 1.70 0.21 -0.054
H -2.32 -1.03 1.42 0.231
C 0.29 1.74 0.41 0.024
H 1.45 -2.18 0.30 0.093
N 0.15 -0.55 -0.07 -0.095
H -0.43 -1.54 -0.03 0.168
H -2.91 -1.96 -0.08 0.104
```

#D
Computed, not measured: an isolated molecule of C4H7N3S, with the ωB97M-V functional and the def2-TZVPD basis.

## Properties
E_LUMO	0.1	eV
gap between HOMO and LUMO	8.239	eV
structure (SMILES)	S=CNC1=NNCC1

Structure (XYZ):
```
15
Properties=species:S:1:pos:R:3:lowdin_charge:R:1
N 1.04 -0.95 0.12 0.031
H -1.05 1.72 -0.29 0.214
H 3.50 0.13 1.27 0.114
H 1.87 2.00 0.62 0.060
H 4.05 0.38 -0.38 0.108
C 1.84 1.21 -0.02 -0.084
S -3.36 -0.06 0.08 0.560
N 2.41 -1.06 -0.25 -0.102
C 0.62 0.28 0.00 -0.325
N -0.75 0.62 -0.13 -0.021
H -1.20 -1.27 -0.18 0.040
C 3.09 0.21 0.19 -0.165
H 1.99 1.69 -1.01 0.118
C -1.73 -0.36 -0.07 -0.697
H 2.81 -2.04 0.00 0.148
```

Of them, #C has the lowest stability.

#A
Computed, not measured: an isolated molecule of C4H7N3S, with the ωB97M-V functional and the def2-TZVPD basis.

## Properties
E_LUMO	0.9	eV
gap between HOMO and LUMO	8.968	eV
structure (SMILES)	N/N=C1\SC[C@H]2N[C@@H]12

Structure (XYZ):
```
15
Properties=species:S:1:pos:R:3:lowdin_charge:R:1
H -2.50 -0.49 -1.13 0.062
H 3.70 -1.09 -0.54 0.078
N 2.03 -0.37 0.26 -0.065
C 0.77 -0.22 0.11 -0.568
N 2.70 -1.22 -0.58 -0.035
H 2.35 -1.26 -1.56 0.050
S -0.15 -0.99 -1.23 0.909
H 0.41 1.37 1.64 0.144
H -1.90 1.80 0.54 0.134
C -1.62 0.13 -1.00 -0.375
H -1.60 0.92 -1.77 0.071
N -1.22 -0.11 1.44 0.027
H -1.51 0.11 2.38 0.115
C -1.41 0.83 0.38 -0.291
C -0.04 0.58 1.06 -0.254
```

#B
Computed, not measured: an isolated molecule of C4H7N3S, with the ωB97M-V functional and the def2-TZVPD basis.

## Properties
E_LUMO	0.5	eV
gap between HOMO and LUMO	8.808	eV
structure (SMILES)	C=CN/C=N\C=N\S

Structure (XYZ):
```
15
Properties=species:S:1:pos:R:3:lowdin_charge:R:1
C -1.24 1.08 0.04 -0.383
H 0.21 -0.24 -0.93 0.120
N -0.41 1.61 1.08 0.076
H 1.91 -0.53 1.48 0.104
N -0.92 1.28 -1.23 -0.386
H 0.52 -2.77 -0.82 0.056
H 1.23 1.58 2.18 0.137
H -1.65 1.21 -3.32 -0.154
C 0.68 -0.84 -0.01 -0.214
H -2.23 0.77 0.50 0.126
C 0.91 -2.21 0.07 0.025
C 0.68 1.06 1.35 -0.241
H 1.31 -2.78 0.87 0.027
S -2.28 0.85 -2.19 0.685
N 1.29 -0.07 0.92 0.022
```

Of them, #B has the lowest stability.

#A
Computed, not measured: an isolated molecule of C4H7N3S, with the ωB97M-V functional and the def2-TZVPD basis.

## Properties
E_LUMO	-0.4	eV
gap between HOMO and LUMO	8.304	eV
structure (SMILES)	[H]/N=C1\[C@H](C(C)=S)N1N

Structure (XYZ):
```
15
Properties=species:S:1:pos:R:3:lowdin_charge:R:1
H 0.77 1.74 2.21 0.075
C 0.75 0.23 -1.09 -0.781
C -0.39 1.20 -1.03 -0.151
H -0.07 2.09 -1.56 0.070
H 1.95 -1.06 0.14 0.098
H -1.95 -1.22 0.22 0.109
N -0.07 -1.14 0.88 -0.068
C 1.09 -0.46 0.20 -0.148
N -1.13 -1.83 0.39 0.073
S 1.43 0.03 -2.56 0.703
H -0.73 1.44 0.01 0.083
N 0.26 0.86 2.39 0.129
H -1.04 -2.69 -0.11 0.097
C 0.34 -0.01 1.50 -0.348
H -1.20 0.82 -1.59 0.059
```

#B
Computed, not measured: a cluster of 2 separate species, C4H7N3S in total, with the ωB97M-V functional and the def2-TZVPD basis.

## Properties
E_LUMO (spin up / spin down)	0.9 / 0.9	eV
gap between HOMO and LUMO (spin up / spin down)	7.256 / 7.257	eV

Structure (XYZ):
```
15
Properties=species:S:1:pos:R:3:lowdin_charge:R:1
H -0.08 -1.98 -1.93 0.055
C 1.19 -0.64 0.66 -0.198
N -2.68 1.33 0.63 0.023
H -0.27 1.01 -1.70 0.086
C 1.80 0.48 1.03 -0.447
H 2.41 0.49 1.93 0.069
N 0.28 -0.50 -0.41 -0.234
H -0.94 2.30 0.91 0.000
C -0.03 0.81 -0.66 -0.380
S 1.20 1.90 0.22 0.906
C -0.42 -1.61 -1.03 -0.047
H 1.30 -1.56 1.35 0.153
H -0.70 -2.33 -0.19 0.116
H -1.48 -1.34 -1.26 0.094
N -1.58 1.64 0.43 -0.196
```

Of them, #B has the lowest stability.